21
Properties=species:S:1:pos:R:3 method="wB97M-V/def2-TZVPD" homo_ev=-8.77 relative_energy_kj_mol=592.3 gap_ev=8.81 total_charge=0 energy_ha=-274.8906 lumo_ev=0.0
C -0.57556 1.68592 0.38004
C -0.56994 0.18613 0.06497
C -1.42493 -0.08929 -1.19050
C -1.16027 -0.62391 1.22982
C 0.82136 -0.24961 -0.28154
C 1.93319 0.03067 -0.86989
C 1.55394 -1.41762 -0.86298
H 0.06831 1.89851 1.24042
H -0.21172 2.27069 -0.47417
H -1.59128 2.02740 0.61194
H -2.45708 0.23561 -1.01090
H -1.04058 0.45202 -2.06220
H -1.44555 -1.15871 -1.43410
H -0.63928 -0.43170 2.17352
H -2.20686 -0.34686 1.40396
H -1.11737 -1.69936 1.01134
H 1.77309 -0.25927 1.89954
H 2.47025 0.80500 -1.39720
H 2.66606 0.73359 1.67506
H 2.08345 -2.14918 -0.24628
H 1.12397 -1.85103 -1.77142

***

30
Properties=species:S:1:pos:R:3 method="wB97M-V/def2-TZVPD" homo_ev=-12.33 relative_energy_kj_mol=470.0 gap_ev=7.23 smiles="N=P(O)(O)c1cc(CCN)[nH+]cc1B(O)O" total_charge=+1 energy_ha=-1106.3056 lumo_ev=-5.1
N -3.94481 1.13553 0.03512
P -2.92714 -0.05494 0.26842
O -2.96621 -0.72422 1.85003
O -3.35208 -1.31246 -0.84466
C -1.12444 0.35367 -0.08829
C -0.25806 -0.68022 -0.85962
C 1.25125 -0.34296 -1.10615
C 2.12208 -1.46652 -1.87080
C 3.04889 -2.32242 -0.82067
N 2.96506 -1.64338 0.51532
N 1.81506 0.92091 -0.65940
C 1.02415 1.89326 0.05884
C -0.49338 1.68831 0.40223
B -1.22029 2.86426 1.25375
O -0.55150 4.16623 1.26602
O -2.41832 2.75149 2.02161
H -4.61496 0.86870 -0.70237
H -3.20206 -1.67651 1.69168
H -3.70670 -2.09005 -0.35926
H -0.74614 -1.64428 -1.21916
H 1.45132 -2.23757 -2.40952
H 2.77003 -0.92144 -2.63539
H 2.72142 -3.43041 -0.78213
H 4.13236 -2.22883 -1.19277
H 2.30316 -2.14075 1.14504
H 3.89794 -1.61273 0.97291
H 2.80187 1.15197 -0.84823
H 1.54819 2.86208 0.38241
H 0.21207 4.01411 1.88281
H -2.45198 1.92927 2.55755

***

28
Properties=species:S:1:pos:R:3 method="wB97M-V/def2-TZVPD" homo_ev="-19.69 / -19.69" multiplicity=2 s_squared=0.751 gap_ev="4.52 / 5.15" total_charge=+3 energy_ha=-1523.3415 lumo_ev="-15.2 / -14.5"
C 3.49106 0.73724 0.21665
C 2.11280 0.31200 0.71786
C 1.81428 -1.17935 0.52245
C 1.02146 -1.55996 -0.69137
O -0.44877 -1.38757 -0.47006
C -1.06729 -0.26623 -0.49212
C -0.77400 0.77451 -1.52075
C -1.40019 0.16622 0.94203
O -2.63156 1.08516 0.86656
S -3.68570 0.21520 -0.36001
O -4.66140 -0.36090 0.57792
O -4.15561 1.20027 -1.22828
O -2.68448 -0.72134 -0.82350
H 3.81404 1.63198 0.73450
H 3.47734 0.99286 -0.83661
H 4.22956 -0.03179 0.39944
H 1.36873 0.94412 0.22619
H 2.04654 0.54322 1.77961
H 2.76208 -1.69680 0.39452
H 1.36897 -1.63366 1.40474
H 1.32885 -1.04347 -1.59381
H 1.10902 -2.61706 -0.89625
H -1.18165 1.74264 -1.24936
H -1.22159 0.47408 -2.46265
H 0.29206 0.89106 -1.66126
H -1.81936 -0.72895 1.39993
H -0.58262 0.50013 1.57427
Ce -3.92254 1.01639 2.52936

***

33
Properties=species:S:1:pos:R:3 method="wB97M-V/def2-TZVPD" homo_ev=-9.04 gap_ev=9.04 smiles="CCP(C)[C@@]1([PH2]=N)OC(=O)O[C@H]1[PH2]=O.ClC(Cl)(Cl)Cl" total_charge=0 energy_ha=-3495.6121 lumo_ev=0.0
C 2.97041 -1.58640 -0.34212
C 1.72048 -1.37723 -1.20380
P 0.09877 -1.74065 -0.36990
C 0.36729 -1.21684 1.37744
C -1.05390 -0.33415 -0.88874
P -0.37330 1.40179 -0.91039
N -1.30794 2.62990 -1.10715
O -1.57970 -0.52959 -2.21060
C -2.87876 -0.11690 -2.24503
O -3.53348 -0.01502 -3.21903
O -3.29378 0.19910 -0.98014
C -2.34641 -0.35549 -0.05184
P -3.08173 -2.01581 0.32822
O -3.09478 -2.99939 -0.76705
H 2.86660 -1.17765 0.66129
H 3.82468 -1.09109 -0.79804
H 3.21693 -2.64305 -0.24568
H 1.74052 -2.08290 -2.03309
H 1.74364 -0.39059 -1.65549
H 1.07541 -1.92852 1.79807
H 0.76291 -0.21551 1.53286
H -0.55869 -1.32046 1.93841
H 0.61142 1.27509 -1.90094
H 0.38492 1.49017 0.26413
H -2.29994 2.46128 -1.19265
H -2.28492 0.24863 0.85314
H -4.34230 -1.54681 0.73447
H -2.46871 -2.39105 1.53779
Cl 1.78174 3.41158 3.77022
C 2.62539 3.48710 2.22289
Cl 1.73359 4.51261 1.10535
Cl 4.25498 4.10890 2.46147
Cl 2.71864 1.84892 1.53596

***

24
Properties=species:S:1:pos:R:3 method="wB97M-V/def2-TZVPD" homo_ev="-7.99 / -7.99" relative_energy_kj_mol=425.4 gap_ev="5.68 / 5.68" total_charge=0 energy_ha=-1322.3711 lumo_ev="-2.3 / -2.3"
C 0.75758 -0.77846 0.30317
C 1.84885 -0.96275 -0.42671
C -4.01969 0.63928 0.75849
C 3.78634 1.38595 -0.30970
C -0.60523 -1.11950 -0.14144
C -3.08377 -0.56261 0.56556
C -1.62657 -0.05571 0.44190
Si 3.61715 -0.47573 -0.17005
Cl 3.83013 2.25550 -3.17583
I 5.10154 -2.38371 -0.58758
H 0.80430 -0.39125 1.27998
H 1.55468 -1.39590 -1.44979
H -3.69886 1.45988 0.16876
H -4.03690 1.21917 1.84235
H -4.94716 0.39038 0.41492
H 4.71037 1.71181 0.27526
H 3.91137 1.80858 -1.39833
H 2.89949 2.00500 0.07794
H -0.69810 -1.16704 -1.14153
H -0.67101 -2.22694 0.22746
H -3.31044 -1.17580 -0.33768
H -3.27678 -1.04105 1.57947
H -1.65618 0.78010 -0.27116
H -1.19111 0.08081 1.47454

***

25
Properties=species:S:1:pos:R:3 method="wB97M-V/def2-TZVPD" homo_ev=-8.87 gap_ev=9.81 total_charge=0 energy_ha=-584.3005 lumo_ev=0.9
H 2.37180 -2.14805 1.58457
N 1.32941 -1.92394 1.40618
C 0.95383 -1.28667 0.39672
F 1.87467 -1.00416 -0.63417
N -0.27929 -0.98305 -0.01446
C -1.36204 -1.29117 0.89293
C -2.13327 -0.02416 1.19471
C -2.70168 0.69808 -0.07224
C -1.50312 1.00894 -0.91784
C -0.67998 -0.29251 -1.24979
H -0.97101 -1.67751 1.94901
H -1.95423 -2.18162 0.46930
H -1.49732 0.86148 1.60346
H -2.92187 -0.14850 1.90211
H -3.38163 0.07327 -0.68938
H -3.08388 1.61291 0.29165
H -1.58012 1.44045 -1.88544
H -0.81988 1.72858 -0.52217
H -1.21374 -0.99902 -1.85458
H 0.29002 -0.17268 -1.69378
C 3.89780 1.34091 -0.39766
F 3.32584 2.48796 -0.10925
H 3.20566 0.51783 -0.24160
H 4.80226 1.11740 0.16350
H 4.03177 1.24522 -1.57178